1.
{"formula": "C4H9NOP", "method": "ωB97M-V/def2-TZVPD", "charge": 1, "energy_ev": -17109.8190, "e_homo_ev": -14.11, "smiles": "C=[N+](P)[C@@H](C)C=O", "orbital_gap_ev": 9.1, "e_above_lowest_kj_mol": 325.20, "species": ["P", "O", "N", "C", "C", "C", "C", "H", "H", "H", "H", "H", "H", "H", "H", "H"], "xyz": [[1.3074, 1.5756, 0.8960], [-0.8090, 0.7410, 2.2156], [0.4607, 0.6254, -0.2295], [-0.8001, -0.4971, 0.2091], [0.7740, 0.5532, -1.4613], [-1.3684, -0.0250, 1.4989], [-0.1429, -1.7751, -0.1217], [0.7579, -1.7282, 0.4514], [-2.4219, -0.5961, 1.6698], [-1.4492, -0.2337, -0.7521], [-0.0449, -2.0845, -1.1311], [1.4469, 1.1885, -2.0507], [-0.7673, -2.4640, 0.2749], [0.4589, -0.2746, -2.2017], [0.4125, 2.7848, 0.8552], [2.1853, 2.2097, -0.1226]], "lowdin_charge": [0.9245, 0.0257, -0.3662, -0.1789, 0.0241, -0.2234, -0.0464, 0.1086, 0.1931, 0.1911, 0.0896, 0.1076, 0.0695, 0.1422, -0.0113, -0.0499]}

=====

2.
{"formula": "C8H8BrN3", "method": "ωB97M-V/def2-TZVPD", "energy_ev": -82936.1936, "e_homo_ev": -9.10, "smiles": "c1ccc2[nH]nnc2c1.C=CBr", "orbital_gap_ev": 9.5, "e_above_lowest_kj_mol": 0.00, "species": ["Br", "N", "N", "N", "C", "C", "C", "C", "C", "C", "C", "C", "H", "H", "H", "H", "H", "H", "H", "H"], "xyz": [[-5.4942, -0.4643, 0.2972], [-0.4520, 1.5174, 0.3732], [0.7437, 1.5407, 1.0293], [-0.4952, 0.4561, -0.3464], [3.1997, -1.1561, 0.4989], [1.5493, 0.5546, 0.6737], [1.0985, -1.4414, -0.6693], [-3.9970, 0.7423, -0.1015], [-3.4934, 0.7625, -1.3335], [2.8529, 0.0717, 0.9904], [2.3119, -1.9113, -0.2795], [0.7690, -0.1569, -0.2401], [4.1636, -1.5183, 0.7718], [-3.8404, 1.4521, 0.6626], [3.3584, 0.5797, 1.7974], [2.6736, -2.8901, -0.5224], [-2.6511, 1.3439, -1.4836], [0.5052, -2.1304, -1.2670], [-3.9717, 0.2229, -2.1491], [1.1691, 2.4250, 1.2980]], "lowdin_charge": [0.5472, 0.0188, 0.0412, 0.0766, -0.0866, -0.2243, -0.0174, -0.5942, -0.1082, -0.0129, -0.0984, -0.2162, 0.0985, 0.0209, 0.1056, 0.0996, 0.0065, 0.1204, 0.0579, 0.1650]}

=====

3.
{"formula": "C24H31N5O3PtS2", "method": "ωB97M-V/def2-TZVPD", "energy_ev": -63901.1858, "e_homo_ev": -7.54, "orbital_gap_ev": 7.5, "e_above_lowest_kj_mol": 111.80, "species": ["Pt", "S", "S", "O", "O", "O", "N", "N", "N", "N", "N", "C", "C", "C", "C", "C", "C", "C", "C", "C", "C", "C", "C", "C", "C", "C", "C", "C", "C", "C", "C", "C", "C", "C", "C", "H", "H", "H", "H", "H", "H", "H", "H", "H", "H", "H", "H", "H", "H", "H", "H", "H", "H", "H", "H", "H", "H", "H", "H", "H", "H", "H", "H", "H", "H", "H"], "xyz": [[1.4348, 1.3868, -0.0518], [-0.8757, -0.2803, 3.7758], [1.1586, 3.3713, -2.0448], [0.4915, 4.0472, -3.1166], [1.3238, 1.8942, -2.2685], [0.5639, 3.5274, -0.6918], [1.1824, -2.9435, -0.1340], [1.8280, -0.6340, -0.5493], [1.8545, -2.2466, -2.3632], [-0.3718, 0.7705, 1.4857], [3.5084, -2.3964, -0.5853], [0.9308, -1.5567, 0.2094], [2.2068, 0.7730, 4.0717], [-3.4446, -0.7632, 2.6575], [2.7864, 4.0350, -1.9383], [3.2411, -1.0133, -0.2371], [-2.5125, 0.4716, 0.3109], [-2.1488, -0.2656, 2.5922], [-4.7142, 0.1686, -0.8643], [-1.6884, 0.3405, 1.4212], [0.1636, 0.5136, 2.6309], [3.5400, 1.1271, 4.2010], [1.5991, -0.8611, -2.0101], [3.2395, -2.5765, -2.0155], [-4.2511, -0.6352, 1.5396], [2.2962, 1.2506, 1.6736], [-4.0470, -0.4622, -2.0939], [0.9705, -3.1097, -1.5757], [4.2454, 1.5465, 3.0800], [2.5845, -3.2519, 0.1643], [-4.9173, 1.6698, -1.1109], [-6.0848, -0.4779, -0.6714], [-3.8105, -0.0142, 0.3575], [3.6339, 1.6111, 1.8340], [1.5891, 0.8372, 2.8269], [-3.9695, 2.1820, -1.2808], [-5.4032, 2.1408, -0.2541], [-3.0958, 0.0171, -2.3283], [5.2863, 1.8303, 3.1762], [4.0246, 1.0840, 5.1669], [-6.0107, -1.5612, -0.5534], [-0.1017, -1.3021, -0.0249], [2.7793, -4.2941, -0.0916], [-6.6086, -0.0704, 0.1950], [0.5663, -0.6004, -2.2387], [2.7589, -3.1132, 1.2329], [-2.1164, 0.9664, -0.5682], [4.2143, 1.9313, 0.9759], [-0.0675, -2.8695, -1.8129], [-3.8189, -1.2481, 3.5492], [-5.2503, -1.0431, 1.5879], [3.2377, 3.7157, -1.0018], [-6.7020, -0.2799, -1.5493], [2.2510, -0.1972, -2.5709], [-3.8634, -1.5267, -1.9317], [2.7047, 5.1185, -1.9761], [3.9133, -1.9383, -2.5893], [-4.6944, -0.3583, -2.9672], [3.4312, -3.6171, -2.2805], [1.1043, -1.4056, 1.2731], [-5.5483, 1.8229, -1.9889], [3.8995, -0.3550, -0.8036], [1.1610, -4.1501, -1.8417], [3.3607, 3.6611, -2.7829], [1.6413, 0.4638, 4.9439], [3.4105, -0.8572, 0.8263]], "lowdin_charge": [1.1097, 1.1104, 0.4076, -0.2974, -0.4745, -0.4128, -0.0734, -0.1929, -0.0758, 0.0179, -0.0793, -0.1560, -0.0517, -0.0702, -0.1497, -0.1612, 0.0377, -0.4584, -0.5609, -0.2972, -0.5548, -0.0868, -0.1710, -0.1606, -0.0225, -0.2963, -0.0465, -0.1588, -0.0844, -0.1580, -0.0411, -0.0718, -0.1603, -0.1210, -0.2366, 0.0828, 0.0920, 0.0755, 0.1034, 0.1016, 0.0885, 0.1232, 0.1276, 0.0838, 0.1290, 0.1318, 0.1222, 0.0934, 0.1297, 0.1095, 0.0999, 0.0443, 0.0858, 0.1167, 0.0889, 0.0705, 0.1304, 0.0863, 0.1273, 0.1208, 0.0864, 0.1334, 0.1276, 0.0697, 0.0994, 0.1173]}